No. 1
{"formula": "C6H27N12O10PS2", "method": "wB97M-V/def2-TZVPD", "lumo_ev": 0.3, "multiplicity": 1, "gap_ev": 9.00, "species": ["O", "S", "O", "O", "O", "P", "S", "H", "H", "H", "C", "O", "N", "N", "H", "H", "H", "H", "C", "O", "N", "N", "H", "H", "H", "H", "C", "O", "N", "N", "H", "H", "H", "H", "C", "O", "N", "N", "H", "H", "H", "H", "C", "O", "N", "N", "H", "H", "H", "H", "C", "O", "N", "N", "H", "H", "H", "H"], "xyz": [[-7.16847, -3.37033, 2.11946], [-5.80040, -3.64933, 2.45793], [-5.09944, -4.18884, 1.01848], [-6.07523, -4.71134, 0.12188], [-4.96928, -2.25727, 2.48195], [-4.56718, -1.32951, 1.17390], [-4.22445, 0.49848, 1.60505], [-6.66797, -3.95411, -0.01084], [-5.66564, -1.52428, 0.32960], [-3.51745, -2.02731, 0.59897], [-1.66430, -0.78534, -1.94602], [-2.30172, -1.25314, -1.01788], [-2.08757, -0.89469, -3.24469], [-0.48351, -0.12614, -1.76570], [-1.58743, -0.50569, -4.02097], [-2.95700, -1.36558, -3.40713], [-0.14590, 0.00493, -0.81927], [0.04451, 0.25551, -2.52990], [1.44833, 1.70702, 0.79517], [0.36525, 1.15073, 0.94297], [2.16454, 1.60086, -0.35820], [2.02585, 2.44329, 1.78756], [3.07671, 1.98731, -0.52597], [1.76784, 1.07286, -1.11041], [1.52233, 2.52903, 2.65001], [2.92041, 2.88500, 1.68845], [3.49427, 2.24122, -3.77327], [3.18662, 1.39575, -2.94653], [4.51938, 2.05081, -4.65080], [2.83711, 3.43637, -3.87255], [4.79679, 2.72914, -5.33364], [5.02005, 1.18416, -4.58523], [2.08505, 3.60476, -3.23110], [3.07802, 4.14460, -4.53903], [-4.02770, 4.02814, 4.25012], [-4.42048, 4.44304, 3.17729], [-3.40229, 2.82252, 4.40237], [-4.18204, 4.75136, 5.41022], [-3.07514, 2.48493, 5.28639], [-3.27368, 2.25024, 3.58690], [-4.64027, 5.63886, 5.33504], [-3.87322, 4.43091, 6.30711], [4.82033, -0.71190, 1.24882], [5.28231, 0.19734, 0.57861], [5.60215, -1.69716, 1.78493], [3.48169, -0.80676, 1.51339], [5.23679, -2.45956, 2.32226], [6.58482, -1.65697, 1.59314], [2.90208, -0.09347, 1.11130], [3.06766, -1.52077, 2.08191], [2.25347, -3.68282, -1.98800], [3.24677, -4.38570, -1.93894], [2.14281, -2.50246, -1.31043], [1.15076, -4.02308, -2.73176], [1.32214, -1.92497, -1.34701], [2.92297, -2.20928, -0.75070], [1.18898, -4.88684, -3.23744], [0.31898, -3.46457, -2.76780]], "forces_ev_per_angstrom": [[-0.2, 0.1, -0.2], [0.1, 0.0, 0.3], [0.0, 0.1, -0.2], [0.1, -0.1, 0.2], [0.0, -0.5, 0.2], [0.2, 0.8, -0.2], [-0.1, 0.0, 0.1], [-0.1, 0.0, 0.0], [0.0, -0.2, -0.1], [0.0, -0.2, 0.0], [0.0, 0.2, 0.0], [0.0, -0.1, -0.1], [0.1, -0.1, 0.0], [0.3, -0.3, 0.0], [0.0, 0.0, 0.0], [0.0, 0.0, 0.0], [-0.3, 0.3, 0.1], [-0.1, 0.0, 0.0], [0.0, 0.1, 0.0], [0.1, -0.1, -0.1], [-0.1, 0.0, 0.2], [0.0, 0.0, 0.0], [0.1, -0.1, 0.1], [0.2, 0.0, -0.1], [0.0, 0.0, 0.0], [0.0, 0.0, 0.0], [0.1, 0.0, 0.0], [-0.1, 0.0, -0.1], [-0.1, 0.0, 0.0], [0.0, -0.1, 0.0], [0.0, 0.0, 0.0], [0.0, 0.0, 0.0], [0.0, 0.0, 0.0], [0.0, 0.0, 0.0], [0.0, 0.0, 0.1], [0.0, 0.0, 0.0], [0.1, 0.0, 0.0], [0.0, 0.0, -0.1], [0.0, 0.0, 0.0], [0.0, 0.0, 0.0], [0.0, 0.0, 0.0], [0.0, 0.0, 0.0], [0.0, 0.0, 0.1], [0.0, 0.0, 0.0], [0.0, 0.1, 0.0], [0.1, -0.1, -0.1], [0.0, 0.0, 0.0], [0.0, 0.0, 0.0], [-0.1, 0.0, 0.0], [0.0, 0.0, 0.0], [-0.1, 0.0, 0.0], [0.0, 0.0, 0.0], [0.0, 0.0, 0.1], [0.1, 0.1, 0.0], [0.0, 0.0, 0.0], [0.0, 0.0, 0.0], [0.0, 0.0, 0.0], [0.0, 0.0, 0.0]], "mulliken_charge": [-0.496, 0.688, -0.210, -0.321, -0.238, 0.442, -0.329, 0.343, 0.007, 0.170, 0.508, -0.600, -0.389, -0.118, 0.158, 0.217, 0.009, 0.096, 0.454, -0.672, 0.000, -0.363, 0.179, 0.000, 0.225, 0.171, 0.568, -0.567, -0.444, -0.356, 0.150, 0.226, 0.222, 0.168, 0.646, -0.626, -0.309, -0.388, 0.156, 0.122, 0.215, 0.154, 0.687, -0.648, -0.425, -0.294, 0.164, 0.232, 0.221, 0.186, 0.559, -0.664, -0.125, -0.331, 0.207, 0.029, 0.194, 0.142]}

No. 2
{"formula": "C3H4N2", "method": "wB97M-V/def2-TZVPD", "lumo_ev": 0.4, "e_above_lowest_kcal_mol": 59.27, "multiplicity": 1, "gap_ev": 10.36, "species": ["C", "C", "C", "N", "N", "H", "H", "H", "H"], "xyz": [[-0.77135, -1.39858, 0.01338], [0.44243, -0.51147, -0.13203], [-0.57045, 0.59098, -0.01454], [-1.62784, -0.43256, 0.03384], [1.65682, -0.66086, 0.08580], [-0.86944, -2.54610, -0.06093], [-0.32737, 1.19414, 0.85056], [-0.88032, 1.35353, -0.81404], [2.30691, 0.09962, 0.01659]], "forces_ev_per_angstrom": [[0.5, -1.4, -1.2], [-0.1, 0.0, 0.9], [-0.9, 2.6, -2.1], [0.0, -1.2, 1.2], [0.5, -1.7, -0.6], [-0.3, 2.0, 0.4], [-0.6, 0.0, 0.7], [1.1, -1.2, 0.6], [-0.2, 0.9, 0.1]], "mulliken_charge": [-0.119, 0.604, -0.370, -0.457, -0.637, 0.290, 0.230, 0.211, 0.248]}

No. 3
{"formula": "C5H7NO", "method": "wB97M-V/def2-TZVPD", "smiles": "CC(=O)[C@@H](C)C#N", "lumo_ev": 0.7, "e_above_lowest_kcal_mol": 11.35, "multiplicity": 1, "gap_ev": 10.99, "species": ["C", "C", "C", "N", "C", "O", "C", "H", "H", "H", "H", "H", "H", "H"], "xyz": [[0.77707, 0.30835, -1.75312], [-0.12349, -0.18025, -0.62013], [0.07592, -1.60583, -0.32065], [0.24456, -2.72186, -0.06253], [0.07338, 0.63600, 0.67398], [0.88229, 1.53268, 0.70803], [-0.78819, 0.26693, 1.85970], [1.82682, 0.25246, -1.45774], [0.62079, -0.29238, -2.65236], [0.54926, 1.35306, -1.97773], [-1.18002, -0.06508, -0.90135], [-1.03412, 1.17211, 2.42062], [-0.22216, -0.40007, 2.52005], [-1.70211, -0.25612, 1.56324]], "forces_ev_per_angstrom": [[0.1, 0.0, -0.1], [0.0, 0.0, -0.1], [0.1, -1.0, 0.3], [-0.2, 1.2, -0.3], [0.3, 0.3, 0.2], [-0.4, -0.4, 0.0], [0.0, 0.0, 0.0], [-0.1, 0.0, 0.0], [0.0, 0.1, 0.1], [0.0, -0.2, 0.1], [0.1, 0.0, 0.1], [0.1, -0.1, -0.1], [0.0, 0.1, -0.1], [0.1, 0.1, 0.0]], "mulliken_charge": [-1.440, 0.589, 0.133, -0.443, 0.487, -0.532, -1.136, 0.314, 0.413, 0.352, 0.268, 0.382, 0.292, 0.321]}

No. 4
{"formula": "C11H40N8O9", "method": "wB97M-V/def2-TZVPD", "smiles": "NC(N)=O.NC(N)=O.NC(N)=O.NC(N)=O.CCO.CCO.CO.CO.CO", "lumo_ev": -0.5, "e_above_lowest_kcal_mol": 142.91, "multiplicity": 1, "gap_ev": 6.99, "species": ["C", "C", "O", "H", "H", "H", "H", "H", "H", "C", "C", "O", "H", "H", "H", "H", "H", "H", "C", "O", "N", "N", "H", "H", "H", "H", "C", "O", "N", "N", "H", "H", "H", "H", "C", "O", "N", "N", "H", "H", "H", "H", "C", "O", "N", "N", "H", "H", "H", "H", "C", "O", "H", "H", "H", "H", "C", "O", "H", "H", "H", "H", "C", "O", "H", "H", "H", "H"], "xyz": [[0.97263, -4.18603, -1.01326], [1.43663, -4.04303, 0.46574], [0.55663, -3.01003, 1.01474], [0.70163, -3.21103, -1.50226], [0.17563, -4.92003, -0.98326], [1.85263, -4.65503, -1.38426], [2.42963, -3.60003, 0.47974], [1.45263, -4.94403, 1.02974], [0.71463, -3.09703, 1.92074], [1.16263, 0.24997, -1.85226], [-0.08937, 1.06997, -1.31626], [-0.18637, 1.00097, 0.09874], [2.13363, 0.60597, -1.46026], [1.09963, 0.35197, -2.98126], [1.11163, -0.77903, -1.48626], [-0.85437, 0.51497, -1.87226], [-0.18237, 2.11897, -1.61726], [-1.02637, 1.43397, 0.32074], [2.86163, -0.10803, 1.60774], [3.41663, 1.11197, 1.26674], [1.59963, -0.40003, 1.36274], [3.47663, -1.01303, 2.32974], [1.10063, 0.23797, 0.63674], [1.30763, -1.40803, 1.29974], [4.51763, -0.93603, 2.28374], [3.08563, -1.78303, 2.80874], [-2.33637, -1.58303, 0.25674], [-2.03437, -1.08703, 1.52474], [-1.64337, -2.39903, -0.43526], [-3.50037, -1.17803, -0.29026], [-0.84437, -2.88003, -0.00326], [-1.60637, -2.55503, -1.43926], [-4.13837, -0.54403, 0.22474], [-3.72037, -1.47103, -1.28126], [1.40763, 1.80097, 3.89074], [0.83163, 2.97097, 4.27574], [0.62463, 0.86997, 3.31474], [2.59163, 1.35697, 4.21274], [-0.27137, 1.16997, 3.00374], [1.07363, 0.25597, 2.47774], [3.36663, 1.90797, 4.49574], [2.92563, 0.53397, 3.66274], [-2.21837, 2.31497, 1.98974], [-1.83137, 3.53097, 2.35974], [-2.69137, 1.95797, 0.81674], [-2.20437, 1.33497, 2.80074], [-3.06037, 2.73797, 0.23474], [-3.07237, 1.01697, 0.59374], [-2.23937, 1.57397, 3.77974], [-2.33537, 0.33797, 2.64474], [1.45963, 3.80497, 0.79574], [2.75063, 3.88597, 0.20474], [0.78263, 3.53697, -0.00526], [1.05663, 4.53397, 1.46674], [1.59363, 2.98997, 1.49774], [3.20463, 3.02197, 0.34474], [-1.35637, -1.72903, -3.77026], [-1.20237, -2.96403, -3.14926], [-1.23237, -1.68203, -4.82426], [-0.62737, -1.10903, -3.30326], [-2.34437, -1.42503, -3.48826], [-1.75537, -3.49603, -3.62726], [-1.50237, 2.09697, -4.16226], [-2.09237, 2.28097, -5.46426], [-0.54837, 2.65197, -4.10126], [-1.38937, 1.04397, -3.90526], [-2.08137, 2.48797, -3.36126], [-2.61637, 1.49097, -5.71526]], "forces_ev_per_angstrom": [[0.4, -0.1, 1.9], [-0.6, 2.8, -2.0], [0.7, -1.4, -1.1], [0.5, -1.2, 0.5], [-0.4, 0.1, -0.6], [0.4, -0.3, -1.5], [0.3, -0.2, 0.0], [-0.4, -0.8, 0.4], [-0.5, 0.2, 2.7], [-0.3, 1.8, 0.0], [1.1, -1.2, -0.6], [-0.1, -0.3, -1.5], [-0.4, 0.3, -0.4], [0.5, -0.4, 1.3], [-0.4, -0.1, -0.4], [-0.8, 0.2, 0.7], [0.6, -0.1, -0.3], [0.0, 0.1, 0.3], [2.2, 6.5, -2.9], [-2.3, -6.4, 1.5], [-1.5, -1.0, -4.0], [4.8, -0.3, 0.5], [0.5, -1.0, 1.8], [0.4, 1.5, 0.0], [-1.5, -0.2, 0.5], [-0.6, -0.6, 0.1], [-0.9, 4.2, 6.9], [-1.2, -2.9, -5.8], [3.3, -2.8, -1.1], [-1.5, 0.7, -1.7], [-0.7, 0.9, 0.3], [-0.9, 0.2, 0.0], [0.8, -1.0, -0.7], [0.1, 0.6, 2.0], [-6.0, 5.8, 2.0], [3.5, -4.8, -1.5], [0.9, -1.9, -1.9], [3.4, -2.4, -0.3], [-0.3, 0.7, 0.3], [-1.7, 1.7, 3.1], [0.0, 1.0, 0.2], [-0.6, 1.3, 1.2], [1.5, 7.3, 2.5], [-2.1, -4.9, -2.4], [-1.9, 0.6, -5.6], [-0.1, -3.4, 5.2], [0.7, -1.0, 0.6], [0.6, 1.3, 0.8], [0.7, 0.3, 0.0], [-0.2, 0.4, -0.9], [0.8, -2.5, 0.2], [1.0, 0.5, -0.2], [-0.7, 0.1, 0.1], [0.4, 1.5, -0.2], [-0.9, -0.6, 0.1], [-0.7, 0.9, 0.1], [-0.2, 0.9, 1.1], [2.3, 0.4, 1.1], [0.2, -0.4, -1.0], [0.4, 0.8, 0.1], [-0.7, 1.1, -0.2], [-2.1, -2.9, -1.5], [0.4, -0.1, -0.8], [-0.1, -0.7, 0.4], [-0.3, -0.5, -0.4], [0.4, -0.1, -0.3], [-1.0, 0.6, 0.5], [0.5, 0.8, 0.4]], "mulliken_charge": [-1.205, -0.296, -0.653, 0.110, 0.314, 0.469, 0.302, 0.432, 0.228, -1.364, 0.077, 0.526, 0.369, 0.348, 0.239, 0.076, 0.304, -0.229, -0.137, -0.670, 0.615, -0.280, -0.200, -0.053, 0.304, 0.208, 0.438, -0.796, -0.022, -0.380, 0.242, 0.074, 0.290, 0.157, 0.364, -0.725, -0.385, -0.361, 0.084, 0.776, 0.290, 0.319, 0.344, -0.704, -0.484, -0.319, 0.232, 0.040, 0.240, 0.351, 0.095, -0.647, 0.022, 0.408, -0.181, 0.392, -0.442, -0.419, 0.437, -0.169, 0.323, 0.202, -0.038, -0.553, 0.256, -0.200, 0.313, 0.306]}

No. 5
{"formula": "C12H15P", "method": "wB97M-V/def2-TZVPD", "s2": 2.017, "lumo_ev": [0.5, -1.5], "e_above_lowest_kcal_mol": 39.73, "multiplicity": 3, "gap_ev": [5.60, 6.53], "species": ["C", "C", "C", "C", "C", "C", "C", "C", "C", "C", "C", "C", "P", "H", "H", "H", "H", "H", "H", "H", "H", "H", "H", "H", "H", "H", "H", "H"], "xyz": [[-2.60883, 2.05791, 0.06623], [-2.22001, 0.66376, 0.49730], [-1.48305, 2.77056, -0.27002], [-0.63072, -0.73093, -1.51649], [0.85676, -0.75110, -1.05890], [-0.82250, 0.70413, 0.64298], [1.15519, -0.64016, 0.24177], [-0.27837, 1.90866, -0.11870], [0.03524, -0.20865, 1.13148], [1.66274, -1.25344, -2.20820], [2.44827, -0.94752, 0.96339], [-0.34550, -1.08599, 2.24314], [-2.25226, -0.21490, -1.27694], [-3.61336, 2.53928, 0.15058], [-2.85225, 0.04754, 1.10985], [-1.50724, 3.63538, -0.77891], [-0.57125, -1.25274, -2.50649], [0.04358, 1.64306, -1.15862], [0.63657, 2.32378, 0.48361], [1.36844, -2.18929, -2.60909], [2.70562, -1.46609, -2.16900], [1.43633, -0.51927, -3.04135], [2.39143, -2.04700, 1.25715], [2.36978, -0.31143, 1.80303], [3.39103, -0.85628, 0.44443], [-0.42067, -0.51451, 3.24565], [0.40869, -1.82879, 2.35791], [-1.30365, -1.47595, 2.07423]], "forces_ev_per_angstrom": [[0.7, 1.9, 0.6], [-1.2, 0.5, -0.6], [-1.8, -4.0, 1.8], [2.4, -0.6, -1.1], [-3.9, -1.1, -1.7], [-0.6, 3.4, -2.1], [-0.5, 1.2, 2.4], [1.0, 0.3, 1.1], [3.3, -3.4, -0.6], [0.0, 1.6, -1.5], [-1.1, -2.3, -0.5], [1.3, 2.1, 2.6], [0.9, -0.6, 0.1], [0.8, -0.9, -0.5], [-0.2, 0.1, 0.5], [0.0, 3.2, -1.3], [-0.7, 0.7, 0.6], [0.3, -0.1, 0.7], [-1.6, -0.4, -1.3], [-1.2, -1.1, -0.1], [1.1, 0.8, 0.8], [0.8, -0.8, 0.6], [0.3, 1.2, 0.1], [0.8, 0.3, 1.2], [0.0, 0.4, -0.4], [0.1, -0.8, -1.3], [0.2, -0.9, 0.3], [-1.4, -0.9, -0.3]], "mulliken_charge": [-0.829, 0.303, -0.772, -0.625, 1.053, -0.655, 0.736, -0.188, 0.778, -1.957, -1.912, -1.474, -0.227, 0.364, 0.572, 0.553, 0.293, 0.249, 0.347, 0.422, 0.419, 0.357, 0.325, 0.403, 0.432, 0.265, 0.395, 0.372]}

No. 6
{"formula": "C5H9LaO4", "method": "wB97M-V/def2-TZVPD", "s2": 0.756, "total_charge": 1, "lumo_ev": [-3.9, -5.4], "multiplicity": 2, "gap_ev": [9.19, 8.08], "species": ["O", "C", "C", "H", "H", "H", "O", "O", "C", "C", "O", "C", "La", "H", "H", "H", "H", "H", "H"], "xyz": [[2.08834, 1.24385, -0.02967], [3.05224, 0.54420, -0.48049], [2.84032, -0.82340, -0.88825], [4.08063, 0.89266, -0.30390], [3.63740, -1.54899, -0.71091], [2.19172, -0.94145, -1.76994], [0.70714, -1.38802, 0.22500], [-1.76778, 1.24148, -0.19528], [-2.85614, 0.40440, -0.38612], [-2.41454, -1.03584, -0.64031], [-1.54965, -1.40893, 0.43651], [-0.38587, -2.20727, 0.13498], [-0.04062, 0.61646, 0.72733], [-3.47737, 0.71087, -1.25082], [-3.53098, 0.40355, 0.49459], [-1.85328, -1.09123, -1.58938], [-3.27068, -1.72706, -0.68834], [-0.35859, -2.98694, 0.91454], [-0.50442, -2.66037, -0.86658]], "forces_ev_per_angstrom": [[2.0, -0.1, -1.7], [-1.1, -0.7, 2.1], [0.8, 1.1, -1.8], [-0.2, 0.2, -0.2], [-0.3, 0.2, -0.1], [0.1, -0.4, 0.8], [0.3, -0.6, -0.2], [-1.3, 0.6, -1.0], [-1.6, -0.7, -0.4], [-0.3, 0.1, -0.5], [-0.1, 0.2, 0.3], [0.1, -1.0, 0.0], [1.0, 0.5, 2.3], [0.3, 0.0, 0.3], [0.3, 0.1, -0.3], [-0.1, 0.0, 0.2], [0.2, 0.3, 0.0], [0.0, 0.1, -0.4], [0.0, 0.1, 0.3]], "mulliken_charge": [-0.552, 0.337, -0.563, 0.371, 0.341, 0.237, -0.661, -0.596, -0.386, -0.379, -0.517, -0.085, 1.532, 0.353, 0.283, 0.365, 0.314, 0.274, 0.330]}

Q: Number 6 is which compound?
A: C5H9LaO4

Q: Which value of multiplicity does entry 5 give?
A: 3